The following is a DFT calculation (ωB97M-V/def2-TZVPD) of a 13-piece molecular cluster, C36H84ClN12O16 overall.

Each line ends with the Löwdin charge.
Positions of all 149 atoms, in Å:
H: 5.29706 2.05398 -4.07984  0.06
H: -4.34715 -3.01568 2.71843  0.12
C: 1.24679 -0.15741 -5.47373  -0.02
H: -0.68723 0.37332 -3.58631  0.06
N: -2.39756 -5.30888 4.28814  -0.17
N: 1.30643 0.48574 -4.15040  -0.16
H: -4.37396 -0.38527 -4.16594  0.07
C: 5.18568 -3.32517 3.14218  -0.04
H: -0.52958 -0.54411 -0.63373  0.05
C: -2.59667 4.66513 0.24717  -0.03
H: 4.69042 -1.87386 0.26216  0.05
H: 6.26329 1.85045 -0.03625  0.15
H: -3.34527 0.88116 -4.38531  0.08
C: 0.49820 4.42142 -4.29045  -0.05
O: -5.70610 -4.50846 2.36149  -0.03
H: -2.03302 3.79015 -0.02027  0.04
H: -1.61111 -2.41595 1.98581  0.14
O: -0.01941 2.86846 -1.28066  -0.40
H: 1.81022 1.82320 -2.71153  0.12
C: 4.20204 -0.26086 -1.67608  -0.02
C: -5.14338 -3.44378 2.09395  -0.37
H: -2.63201 -0.57854 -3.49071  0.09
H: 3.88220 -0.09992 3.91942  0.14
O: -3.72212 5.31658 3.68342  -0.02
N: -3.36512 4.54659 1.51253  -0.16
H: 0.49030 -2.18411 4.28117  0.09
O: -5.66292 1.25383 -1.11030  0.01
H: -6.85745 -2.33186 -0.53890  0.09
H: 6.13900 -3.41824 2.75948  0.05
H: 4.49589 0.41237 -2.45725  0.07
C: -3.11998 5.33025 2.60824  -0.35
H: 4.84077 -0.11928 -0.84078  0.05
N: -1.41277 -2.29996 -0.03032  -0.18
H: -4.24764 -1.39792 -0.19074  0.07
H: 6.29360 -1.75084 -2.32993  0.10
H: -0.87825 3.71276 3.16049  0.07
H: 2.34521 -1.92477 -1.60218  0.11
C: -6.32523 -3.17385 -0.02928  -0.04
C: 4.64680 3.22227 -1.47696  -0.10
H: 6.21189 -2.22019 1.01828  0.10
C: -2.92552 1.07654 -1.56003  -0.03
H: 0.00201 3.25162 -7.44737  0.10
H: 0.48349 0.40779 -2.28925  0.07
C: -3.53446 0.06868 -3.70295  -0.04
H: 1.65539 -1.16408 -5.44912  0.08
N: -1.72576 2.01580 3.92986  -0.16
C: -3.72650 -4.95574 4.81173  -0.05
H: -4.52303 -4.87411 4.07274  0.05
C: 5.36087 -2.05864 -2.87717  -0.07
C: -0.87099 2.66514 -5.09598  -0.35
O: 1.70794 4.43079 -1.10841  -0.33
N: 4.24951 -1.67309 -2.10662  -0.18
H: 4.20910 2.83657 -0.51094  0.10
H: 1.81144 0.38952 -6.24131  0.09
C: 3.11303 -2.35310 -2.24635  -0.36
H: -3.60341 -4.03201 5.32834  0.07
H: -3.41049 1.12213 4.82391  0.09
C: -5.19736 0.68497 -2.07796  -0.37
O: 2.95145 -3.30446 -3.00404  0.00
N: -0.03328 3.65519 -5.39817  -0.19
C: 1.53713 -0.08786 3.06001  -0.06
H: 4.76273 -4.30145 3.42119  0.10
Cl: 1.06005 3.35906 -0.42834  0.64
H: -2.10335 0.39543 -1.34047  0.07
H: -2.36905 1.92742 5.92743  0.06
N: 5.68966 2.38438 -1.91394  -0.20
H: -5.67394 -0.69812 0.68556  0.11
H: -2.53074 1.98364 -2.09104  0.11
H: 0.02347 3.07570 4.58236  0.11
H: -7.20618 -3.72325 0.40588  0.10
H: -0.74439 -0.73903 1.13275  0.09
H: 1.70799 3.77425 -6.67198  0.12
H: 3.20517 0.08918 -1.37452  0.09
H: -1.66838 3.89400 4.83695  0.09
H: -2.00319 0.23631 5.24933  0.09
H: -2.27885 6.03625 2.41710  0.14
H: -1.28285 2.09377 1.97501  0.13
H: 0.28004 -0.65672 5.31755  0.08
C: 0.54171 3.93597 -6.71053  -0.05
H: -5.80675 -3.86212 -0.67161  0.08
C: 6.52773 1.62993 -1.11760  -0.39
C: -1.68294 -2.74876 -1.38832  -0.02
H: 5.24149 -2.81936 4.08958  0.07
H: 2.79875 -3.82603 2.39308  0.15
O: 2.52296 -2.40352 0.96048  0.00
H: -1.41354 -7.13566 3.85099  0.10
H: 7.03313 2.22477 -3.60135  0.08
C: 5.20935 -1.83118 1.20082  -0.03
H: 1.01072 -0.78515 2.36469  0.08
H: -3.87460 2.71988 0.97103  0.05
H: 0.00392 4.05891 -3.37493  0.07
H: -4.04617 -1.07532 1.59496  0.07
C: -4.74869 -1.38563 0.79881  -0.03
O: 1.97819 2.22535 -0.24843  -0.39
C: -2.35825 1.30077 5.08969  -0.01
N: 1.99233 -0.67025 4.25770  -0.19
H: -1.55470 -3.48400 4.72111  0.11
C: 0.96307 -1.42757 4.95138  -0.02
H: 5.95454 3.69785 -3.54443  0.11
H: -1.87376 5.50599 0.19605  0.10
O: 3.78079 -1.20233 5.68434  -0.04
C: 5.99341 2.56364 -3.39378  -0.02
N: 4.45671 -2.68972 2.08258  -0.17
H: -4.36495 3.04439 2.65526  0.08
C: -2.25127 -6.50207 3.40832  -0.04
H: 0.32849 -1.14084 -3.12802  0.11
H: -3.45042 1.43808 -0.66715  0.07
C: 2.12196 1.49960 -3.74479  -0.35
H: 4.93082 4.22820 -1.28339  0.08
O: -2.66471 -3.89209 1.01442  0.01
H: 0.57871 -1.75761 0.19970  0.07
H: 2.36590 0.25649 2.56338  0.06
H: 5.23570 -0.79404 1.56324  0.10
C: -1.87142 -2.97673 1.04628  -0.34
C: -1.72058 1.44744 2.74108  -0.38
O: -2.31474 0.40367 2.43068  -0.04
O: 0.57691 3.81998 0.82539  -0.35
H: -2.40381 -2.10480 -1.89451  0.07
C: -1.02913 3.28813 4.17023  -0.04
H: 0.20127 -0.20892 -5.80874  0.09
C: -1.38570 -4.39521 4.18816  -0.37
O: -0.30184 -4.65395 3.70065  -0.01
N: -3.92883 0.44417 -2.36419  -0.20
H: 0.75319 0.74348 3.24481  0.11
H: 0.34075 5.50477 -4.49334  0.10
C: -0.40695 -1.27550 0.15729  -0.05
H: -0.83999 2.33578 -4.07911  0.10
H: -3.14283 -7.13080 3.53923  0.08
O: -1.57829 2.06509 -5.90994  -0.02
H: 5.33900 -3.13833 -2.99314  0.08
C: 3.19265 -2.97803 1.79327  -0.33
O: 7.37853 0.91527 -1.54484  0.02
H: -1.93789 -3.81212 -1.37336  0.09
N: -5.40791 -2.70103 1.01396  -0.18
H: -5.74201 0.33189 -2.95854  0.13
H: 3.83862 3.16993 -2.12582  0.04
H: 1.42584 -1.90728 5.81207  0.09
H: 5.43013 -1.63791 -3.89684  0.10
C: -4.25641 3.43871 1.64843  -0.06
H: -5.35132 3.55295 1.45883  0.11
O: 2.98923 2.01427 -4.40319  0.01
C: 3.26538 -0.62593 4.69374  -0.31
H: -2.07447 -6.16460 2.33056  0.10
H: -3.31886 4.92398 -0.49752  0.08
H: -0.70390 -2.71490 -1.87012  0.08
H: 0.39213 5.03967 -6.94727  0.09
H: 1.53265 4.26607 -4.21365  0.06
C: 0.30160 -0.01407 -3.28080  -0.10
H: -3.95122 -5.66297 5.62667  0.09

E_HOMO, eV: -6.94
DFT total energy, eV: -101852.15732
Total charge: -1
M, g mol⁻¹: 976.589
Orbital gap, eV: 9.2
Relative energy (zero: lowest compared OMol25 entry of this formula, charge and spin), kJ/mol: 62.5

The following is a DFT calculation (ωB97M-V/def2-TZVPD) of a 9-piece molecular cluster, C36H85F3O18 overall.

Each line ends with the Löwdin charge.
Positions of all 142 atoms, in Å:
C: -1.31273 -3.43634 -5.83483  -0.19
H: 8.12475 3.29900 1.43762  0.07
H: 4.91795 -2.78463 0.35416  0.08
H: 2.18043 -5.76522 0.93314  0.09
O: -4.86322 5.81772 1.46746  -0.16
O: -2.78681 -4.98967 -0.74949  -0.23
C: -3.40555 -2.88644 4.52978  -0.12
H: 7.33496 4.55672 0.50070  0.09
O: 1.76158 1.02793 -3.71170  -0.23
H: 2.03703 1.11172 0.57819  0.08
H: -4.08204 7.35948 2.45124  0.13
H: -2.00215 -6.61060 -3.00301  0.08
H: 5.49352 2.49558 -2.91159  0.09
C: 0.71996 7.32270 0.72275  -0.18
O: -1.57768 -5.70983 -4.82419  -0.19
C: 2.16681 -0.09961 -4.46225  -0.16
C: 0.16310 9.27471 2.13729  -0.07
H: 2.50134 7.22348 -0.45331  0.12
H: 4.92481 4.64983 0.37691  0.11
H: -3.46424 -3.56506 5.38074  0.09
H: 2.51997 1.47737 -1.01003  0.04
C: 2.66973 -1.32705 -3.61033  -0.13
H: -5.93050 5.56900 3.19268  0.08
H: -1.74696 3.00381 1.13428  0.08
H: 4.21072 -2.66410 -2.15779  0.08
C: -2.48797 -6.02775 -3.78555  -0.12
F: -2.30035 0.20226 1.79868  0.12
H: -3.17682 -1.87919 4.87797  0.09
H: 5.22682 1.61428 0.04084  0.11
H: -2.35091 6.50065 0.61129  0.12
H: -3.91721 -3.39348 0.12726  0.09
H: 0.58521 -2.98139 4.58320  0.07
C: 4.71976 -1.88807 -2.72940  -0.16
H: -9.20746 -2.57607 1.13955  0.09
H: -0.30963 -3.56366 -6.24188  0.11
H: -4.51577 -5.15155 0.11608  0.09
H: 1.97672 -2.04707 2.70823  0.11
H: -0.23010 -2.22846 -3.07277  0.07
O: 3.90330 -0.82426 -3.00655  -0.20
O: 6.91521 2.51054 0.04365  -0.20
H: -3.13251 -4.53081 -5.64750  0.12
O: 2.65539 -3.57992 4.73026  -0.19
H: 2.65285 -1.42838 5.08237  0.12
C: -2.40095 6.24448 1.66958  -0.17
H: 4.49100 3.68599 -3.49361  0.08
H: 1.15032 3.00814 -3.77868  0.08
H: -5.13351 4.08277 2.80180  0.08
H: -3.08261 -5.24732 -3.31075  0.07
C: -0.48698 -0.89453 0.59346  -0.35
H: -1.33457 -4.04849 0.12471  0.10
H: -6.97341 -4.49572 3.34190  0.12
H: 0.42945 6.82108 1.64583  0.10
O: 0.28316 -1.81840 0.36043  0.12
C: 0.52521 0.55659 -1.04219  -0.14
C: -0.81759 -6.19607 -0.39854  -0.15
H: 4.65422 -1.28842 0.96070  0.09
C: -8.54876 -3.43368 1.27631  -0.07
H: -9.06123 -4.32674 1.63396  0.08
C: 1.20240 -5.42076 0.59713  -0.12
C: 4.14502 -2.25067 0.90694  -0.12
H: 0.12193 1.38544 -1.62397  0.12
O: -0.34909 0.31269 0.06562  0.02
C: 1.39116 2.17343 -4.43699  -0.10
H: 2.94652 0.17569 -5.17243  0.12
C: 4.68993 3.77665 -0.23177  -0.18
H: 3.31897 -2.26315 0.19590  0.07
H: 0.50552 -0.26032 -1.76356  0.09
C: 3.12917 -2.20707 4.48667  -0.16
H: -2.03016 -5.30897 1.18535  0.13
H: 2.60501 -0.14556 -0.38608  0.05
H: -6.02660 -3.98186 1.92290  0.11
H: 2.00961 5.31229 -2.02018  0.09
H: -5.76236 -1.67427 3.59067  0.13
H: -0.07451 8.69050 3.02630  0.08
H: 3.71012 2.55730 -2.38426  0.06
C: 2.08557 6.61766 0.35181  -0.15
O: -7.68988 -2.95241 2.33477  -0.21
H: -2.15957 4.18141 0.08886  0.09
H: 2.82548 6.84952 1.11788  0.12
C: -5.61247 4.95244 2.35195  -0.11
H: 1.99521 -1.72340 -2.85136  0.10
H: 3.20404 -0.91162 2.75744  0.12
C: -2.28312 3.95273 1.14741  -0.14
C: 3.02841 -1.96362 2.98226  -0.22
C: 4.63772 3.09048 -2.59254  -0.06
H: 0.39166 -3.68769 -3.79225  0.10
C: 5.53219 2.62130 0.32504  -0.20
H: 1.23715 -4.64265 -0.16539  0.08
H: 0.47782 5.58980 -1.43711  0.08
H: 1.27505 -0.35938 -5.03268  0.12
H: 0.97671 -4.99371 1.57426  0.08
H: 1.12980 -4.64927 5.09843  0.09
C: 1.29141 -3.57340 5.16536  -0.11
H: -1.10863 -3.75472 -2.84032  0.07
C: -1.54674 -0.94668 1.73592  -0.44
O: 0.40736 -6.54928 0.29138  -0.18
H: 8.77593 3.57720 -0.02663  0.08
H: 2.23717 2.44034 -5.07033  0.09
H: 3.02084 -2.04040 -4.35595  0.12
H: 4.18713 -2.07959 4.71595  0.12
C: 7.78906 3.56792 0.43608  -0.10
O: 1.08403 8.65579 1.16502  -0.21
H: -2.51487 -3.28163 4.04130  0.08
H: -3.30274 -6.61193 -4.21332  0.08
H: 0.56351 1.99095 -5.12241  0.09
H: -0.77023 9.40085 1.58858  0.08
O: -1.75962 4.95716 1.92913  -0.16
C: 1.34325 4.95932 -1.23311  -0.11
H: -2.00028 -5.37524 -6.73934  0.12
H: 5.55672 2.52734 1.41070  0.12
F: -0.81057 -0.91271 2.91981  0.11
H: -0.53621 -6.00765 -1.43460  0.10
H: -6.51276 4.56863 1.87209  0.09
F: -2.36026 -1.99786 1.66135  0.17
H: 1.26220 -3.23884 6.20234  0.08
H: 1.07006 3.90411 -1.23323  0.08
H: 3.63560 3.56088 -0.05881  0.09
O: -1.26511 -2.65723 -4.65889  -0.18
H: -3.28128 3.63540 1.44921  0.08
H: -1.82051 6.95352 2.25989  0.11
C: -0.53139 -3.16130 -3.54936  -0.09
H: 5.52693 -1.62837 -2.04446  0.09
C: 1.96248 0.73319 -0.44125  -0.03
H: -1.79871 -2.74394 -6.52222  0.12
C: -2.09185 -4.81044 -5.81159  -0.16
C: -6.57544 -3.63801 2.79963  -0.19
C: -3.98633 -4.34759 -0.39524  -0.08
C: -5.70604 -2.75404 3.72860  -0.17
H: 0.49036 10.27780 2.41079  0.08
H: -3.84436 6.00224 3.24699  0.12
O: 4.96370 4.13367 -1.61206  -0.18
H: -8.06759 -3.72296 0.34202  0.08
H: 5.20518 -2.21091 -3.65040  0.09
C: -1.76663 -5.04858 0.16024  -0.21
H: -4.54308 -4.33648 -1.33226  0.09
O: 1.96862 5.20976 0.00406  -0.20
O: -4.34532 -3.00139 3.48907  -0.21
H: -0.12091 7.23215 0.03512  0.11
O: 3.96144 -2.72114 2.22910  -0.15
H: -5.98509 -2.92833 4.76776  0.12
C: -3.78864 6.33749 2.21132  -0.25
H: -1.40095 -7.11637 -0.36934  0.12

SMILES: CCOC(=O)C(F)(F)F.COCCOC.COCCOC.COCCOC.COCCOC.COCCOC.COCCOC.COCCOC.COCCOC
E_HOMO, eV: -9.16
DFT total energy, eV: -83702.67002
M, g mol⁻¹: 863.052
Orbital gap, eV: 9.6